2 unconnected molecules or ions with the total composition C6H10N2 at a distorted geometry, computed with wB97M-V/def2-TZVPD.

Last column: natural (NBO) charge in e.
CARTESIAN COORDINATES (ANGSTROEM)
C: 0.54 0.26 -0.57  -0.19
C: 1.02 -1.02 -0.44  -0.29
C: 2.26 -1.30 0.06  0.04
N: 3.12 -0.34 0.28  -0.43
C: 2.73 0.85 0.15  0.05
C: 1.42 1.31 -0.24  -0.27
H: -0.51 0.44 -1.02  0.24
H: 0.43 -1.84 -0.82  0.21
H: 2.43 -2.29 0.41  0.19
H: 3.51 1.60 0.41  0.18
H: 1.24 2.42 -0.45  0.23
C: -2.08 0.11 0.51  -0.40
N: -3.30 -0.13 -0.19  -0.85
H: -1.64 1.09 0.23  0.18
H: -2.20 0.06 1.61  0.17
H: -1.29 -0.62 0.13  0.20
H: -3.55 -1.06 -0.11  0.35
H: -4.13 0.46 0.03  0.36

SMILES string = c1ccncc1.CN
charge = 0
energy above the lowest of the compared OMol25 structures with the same formula, charge and spin = 45.6 kcal/mol
electronic energy = -344.06412 Eh
LUMO level = 0.032 Ha
highest occupied orbital energy = -9.18 eV
2S+1 = 1
gap between HOMO and LUMO = 10.04 eV

***

A single C3HN3O molecule at a distorted geometry, computed with wB97M-V/def2-TZVPD.

Last column: natural (NBO) charge in e.
CARTESIAN COORDINATES (ANGSTROEM)
N: 3.01 1.69 0.01  -0.30
C: 1.85 1.57 -0.03  0.37
N: 0.58 1.54 0.20  -0.48
C: -0.14 0.56 -0.10  0.48
O: -1.50 0.33 0.12  -0.47
C: -2.53 1.07 0.06  0.54
N: -3.51 1.67 -0.05  -0.35
H: 0.44 -0.30 -0.58  0.19

SMILES string = N#C/N=C/OC#N
charge = 0
energy above the lowest of the compared OMol25 structures with the same formula, charge and spin = 27.5 kcal/mol
electronic energy = -354.32314 Eh
LUMO level = -0.034 Ha
highest occupied orbital energy = -11.47 eV
2S+1 = 1
gap between HOMO and LUMO = 10.55 eV

***

2 unconnected molecules or ions with the total composition C2H2F2O2P at a distorted geometry, computed with wB97M-V/def2-TZVPD.

Last column: natural (NBO) charge in e.
CARTESIAN COORDINATES (ANGSTROEM)
C: 3.54 0.68 0.37  1.04
C: 1.08 -1.26 0.36  -0.03
O: 3.60 0.11 1.34  -0.48
O: 3.49 1.33 -0.60  -0.57
F: 0.44 -2.57 0.42  -0.47
F: 2.25 -1.44 -0.54  -0.49
P: 0.03 -0.09 -0.65  0.09
H: 1.14 0.72 -0.77  -0.03
H: -0.69 0.41 0.32  -0.06

charge = -1
energy above the lowest of the compared OMol25 structures with the same formula, charge and spin = 47.1 kcal/mol
electronic energy = -768.94555 Eh
LUMO level = 0.132 Ha
highest occupied orbital energy = -1.86 eV
2S+1 = 1
gap between HOMO and LUMO = 5.44 eV

***

A single C18H24N4O4 molecule at a distorted geometry, computed with wB97M-V/def2-TZVPD.

Last column: natural (NBO) charge in e.
CARTESIAN COORDINATES (ANGSTROEM)
C: -5.55 0.12 0.49  -0.61
C: -5.12 0.13 -1.00  0.27
C: -5.00 -1.29 -1.49  -0.64
C: -6.13 0.93 -1.81  -0.64
O: -3.80 0.75 -1.03  -0.55
C: -3.04 0.93 -2.16  0.91
O: -3.48 0.95 -3.33  -0.68
N: -1.68 1.16 -1.99  -0.46
C: -1.09 1.37 -0.64  -0.22
C: 0.23 0.64 -0.52  -0.44
C: 1.18 1.05 -1.65  0.10
O: 2.36 0.20 -1.62  -0.52
C: 3.52 0.69 -0.97  -0.11
C: 3.56 0.41 0.53  0.51
N: 4.23 -0.55 1.06  -0.50
C: 4.07 -0.39 2.42  0.30
C: 4.73 -1.29 3.39  -0.07
C: 4.43 -1.38 4.75  -0.22
C: 4.96 -2.36 5.56  0.02
N: 5.88 -3.23 5.08  -0.40
C: 6.31 -3.08 3.81  0.03
C: 5.73 -2.17 2.94  -0.21
N: 3.30 0.64 2.73  -0.12
O: 2.97 1.17 1.46  -0.30
C: 0.51 0.79 -3.01  -0.41
C: -0.84 1.53 -3.14  -0.21
H: -4.87 -0.54 1.06  0.21
H: -5.49 1.08 0.95  0.22
H: -6.55 -0.30 0.62  0.22
H: -5.80 -1.95 -1.12  0.22
H: -5.03 -1.31 -2.58  0.23
H: -4.03 -1.75 -1.15  0.22
H: -5.97 0.76 -2.88  0.24
H: -7.19 0.65 -1.56  0.21
H: -6.01 2.01 -1.62  0.22
H: -0.93 2.48 -0.51  0.18
H: -1.78 0.98 0.11  0.24
H: 0.68 0.84 0.47  0.22
H: 0.11 -0.44 -0.56  0.22
H: 1.43 2.10 -1.58  0.17
H: 3.68 1.78 -1.10  0.19
H: 4.41 0.23 -1.36  0.22
H: 3.68 -0.74 5.18  0.23
H: 4.68 -2.49 6.62  0.21
H: 7.11 -3.66 3.45  0.20
H: 6.03 -2.17 1.92  0.23
H: 1.17 1.17 -3.80  0.22
H: 0.34 -0.29 -3.15  0.22
H: -1.24 1.20 -4.09  0.25
H: -0.72 2.60 -3.16  0.18

SMILES string = CC(C)(C)OC(=O)N1CCC(OCc2nc(-c3ccncc3)no2)CC1
charge = 0
energy above the lowest of the compared OMol25 structures with the same formula, charge and spin = 71.4 kcal/mol
electronic energy = -1220.25429 Eh
LUMO level = -0.001 Ha
highest occupied orbital energy = -9.28 eV
2S+1 = 1
gap between HOMO and LUMO = 9.24 eV